Entry 1:
Computed, not measured: a molecular structure, C18H30Cl5N4ScSi2 at a distorted geometry, with ωB97M-V with the def2-TZVPD basis set.

```
60
Properties=species:S:1:pos:R:3
Sc 0.0000 0.0000 0.0000
Cl 0.2634 -2.6256 1.9412
C 0.1205 -1.2016 2.9049
C 0.0000 0.0000 2.2157
C -0.1205 1.2016 2.9048
Cl -0.2633 2.6255 1.9410
C -0.1219 1.2153 4.3053
Cl -0.2733 2.7248 5.1530
C 0.0000 0.0001 5.0094
Cl 0.0000 0.0001 6.7511
C 0.1219 -1.2152 4.3054
Cl 0.2733 -2.7246 5.1532
C 6.1227 -1.6914 -2.2105
C 5.8486 -0.2162 -2.5050
C 4.8378 -0.0766 -3.6440
C 5.4308 0.5697 -1.2491
N 4.2001 0.1460 -0.6305
C 2.9485 0.6442 -0.8019
N 2.1327 0.0000 0.0000
N 2.9148 -0.8989 0.6872
N 4.1849 -0.8050 0.3158
H 6.5483 -2.1852 -3.0909
H 5.2080 -2.2291 -1.9411
H 6.8394 -1.7989 -1.3898
H 6.7920 0.2256 -2.8525
H 3.8874 -0.5649 -3.4060
H 5.2257 -0.5361 -4.5596
H 4.6373 0.9780 -3.8603
H 5.3175 1.6323 -1.4970
H 6.2169 0.5073 -0.4864
H 2.6921 1.4353 -1.4895
C -1.4021 1.5588 -2.5541
Si -2.3736 1.5575 -0.9573
C -4.1804 1.9196 -1.3317
C -1.7095 2.9594 0.1218
C -2.2421 0.0000 0.0000
Si -2.3735 -1.6754 -0.7316
C -4.1800 -2.0851 -1.0557
C -1.7132 -2.9144 0.5334
C -1.3986 -1.8995 -2.3106
H -1.3416 2.5731 -2.9616
H -1.8807 0.9316 -3.3108
H -0.3813 1.1988 -2.3971
H -4.2823 2.8921 -1.8224
H -4.7696 1.9385 -0.4100
H -4.6020 1.1579 -1.9941
H -1.8053 3.9174 -0.3975
H -0.6529 2.7961 0.3536
H -2.2664 3.0185 1.0616
H -2.5832 0.0734 1.0530
H -4.7711 -1.9746 -0.1414
H -4.2814 -3.1163 -1.4064
H -4.5991 -1.4227 -1.8188
H -2.2723 -2.8419 1.4709
H -0.6569 -2.7212 0.7427
H -1.8089 -3.9352 0.1519
H -1.8742 -1.3831 -3.1480
H -1.3381 -2.9606 -2.5729
H -0.3775 -1.5219 -2.2023
H 0.0000 1.8605 0.0000
```

**Total charge**: 0
**E_LUMO**: -0.25 eV
**E_tot**: -124174.188 eV
**Gap between HOMO and LUMO**: 0.262 hartree

In the Mulliken picture, each atom carries the following charge in e: atom 1 (Sc): -1.120, atom 2 (Cl): -0.274, atom 3 (C): 0.394, atom 4 (C): -0.304, atom 5 (C): 0.598, atom 6 (Cl): -0.245, atom 7 (C): 0.054, atom 8 (Cl): -0.193, atom 9 (C): 0.290, atom 10 (Cl): -0.191, atom 11 (C): 0.121, atom 12 (Cl): -0.214, atom 13 (C): -1.472, atom 14 (C): 0.821, atom 15 (C): -1.413, atom 16 (C): -1.306, atom 17 (N): 0.732, atom 18 (C): -0.454, atom 19 (N): 0.352, atom 20 (N): -0.088, atom 21 (N): -0.722, atom 22 (H): 0.434, atom 23 (H): 0.292, atom 24 (H): 0.365, atom 25 (H): 0.304, atom 26 (H): 0.266, atom 27 (H): 0.416, atom 28 (H): 0.360, atom 29 (H): 0.468, atom 30 (H): 0.391, atom 31 (H): 0.474, atom 32 (C): -0.689, atom 33 (Si): 0.033, atom 34 (C): -1.153, atom 35 (C): -0.859, atom 36 (C): 0.417, atom 37 (Si): -0.080, atom 38 (C): -1.136, atom 39 (C): -0.894, atom 40 (C): -0.841, atom 41 (H): 0.373, atom 42 (H): 0.290, atom 43 (H): 0.039, atom 44 (H): 0.328, atom 45 (H): 0.299, atom 46 (H): 0.272, atom 47 (H): 0.373, atom 48 (H): 0.466, atom 49 (H): 0.315, atom 50 (H): 0.653, atom 51 (H): 0.300, atom 52 (H): 0.332, atom 53 (H): 0.289, atom 54 (H): 0.299, atom 55 (H): 0.149, atom 56 (H): 0.483, atom 57 (H): 0.283, atom 58 (H): 0.374, atom 59 (H): 0.198, atom 60 (H): -0.049

=====

Entry 2:
Computed, not measured: 9 unconnected molecules or ions with the total composition C18H30Cl6N6 at a distorted geometry, with ωB97M-V with the def2-TZVPD basis set.

```
60
Properties=species:S:1:pos:R:3
C -1.2725 7.7637 -5.3739
C -0.9498 6.3384 -5.2705
N -0.6546 5.2075 -5.1884
H -1.2303 8.0186 -6.4329
H -0.4910 8.2810 -4.8174
H -2.2533 7.9791 -4.9501
C 5.9554 -5.0459 1.3767
C 4.8757 -4.1303 1.0758
N 3.9754 -3.4022 0.8519
H 5.8897 -5.2756 2.4402
H 6.9275 -4.6163 1.1346
H 5.9807 -5.9412 0.7555
C -4.6338 -2.2197 1.5007
C -5.5896 -1.4427 2.2259
N -6.3817 -0.7901 2.8299
H -3.5951 -1.8937 1.5547
H -4.8978 -2.2933 0.4457
H -4.5745 -3.1909 1.9921
C 0.5722 -4.3306 4.3863
C 0.4263 -5.5886 3.6166
N 0.3326 -6.5844 2.9861
H 1.5938 -3.9506 4.3788
H 0.2842 -4.4967 5.4243
H -0.0840 -3.5594 3.9827
C 0.0572 -5.7929 -2.3216
C 1.3747 -6.3501 -2.0504
N 2.4237 -6.7833 -1.8215
H 0.1692 -4.8800 -2.9065
H -0.4386 -5.5619 -1.3788
H -0.5357 -6.5126 -2.8860
C 6.8608 1.1668 2.9917
C 5.7172 2.1097 3.0081
N 4.8363 2.8666 3.0277
H 7.3808 1.1343 3.9491
H 7.5303 1.4729 2.1878
H 6.4377 0.2023 2.7106
Cl -0.9714 -0.3421 -1.7621
C 0.0904 0.3445 -0.5195
C -0.1761 1.8494 -0.2094
Cl -1.7999 2.1691 0.4685
H 1.1355 0.2753 -0.8212
H -0.1417 -0.3125 0.3187
H -0.0751 2.5154 -1.0664
H 0.5992 2.0884 0.5185
Cl -6.8814 1.1901 -6.6120
C -5.5610 0.8892 -7.7422
C -4.1629 0.9571 -7.0690
Cl -3.0395 0.3651 -8.3690
H -5.7297 1.6079 -8.5442
H -5.8506 -0.0538 -8.2058
H -4.1109 0.3249 -6.1826
H -3.8840 1.9751 -6.7970
Cl -1.0247 2.7545 6.7290
C 0.1541 3.9451 6.2384
C -0.3734 5.1064 5.3848
Cl -1.3371 6.0814 6.4492
H 0.9442 3.4628 5.6630
H 0.7200 4.3085 7.0962
H -1.0187 4.8805 4.5359
H 0.4754 5.7096 5.0626
```

**Total charge**: 0
**E_LUMO**: 0.04 eV
**E_tot**: -103225.112 eV
**Gap between HOMO and LUMO**: 0.389 hartree

In the Mulliken picture, each atom carries the following charge in e: atom 1 (C): -0.668, atom 2 (C): 0.279, atom 3 (N): -0.366, atom 4 (H): 0.249, atom 5 (H): 0.247, atom 6 (H): 0.260, atom 7 (C): -0.736, atom 8 (C): 0.339, atom 9 (N): -0.394, atom 10 (H): 0.243, atom 11 (H): 0.270, atom 12 (H): 0.282, atom 13 (C): -0.712, atom 14 (C): 0.363, atom 15 (N): -0.383, atom 16 (H): 0.229, atom 17 (H): 0.248, atom 18 (H): 0.255, atom 19 (C): -0.687, atom 20 (C): 0.325, atom 21 (N): -0.385, atom 22 (H): 0.251, atom 23 (H): 0.270, atom 24 (H): 0.225, atom 25 (C): -0.674, atom 26 (C): 0.303, atom 27 (N): -0.370, atom 28 (H): 0.244, atom 29 (H): 0.235, atom 30 (H): 0.262, atom 31 (C): -0.638, atom 32 (C): 0.261, atom 33 (N): -0.350, atom 34 (H): 0.264, atom 35 (H): 0.251, atom 36 (H): 0.213, atom 37 (Cl): -0.193, atom 38 (C): -0.452, atom 39 (C): -0.376, atom 40 (Cl): -0.193, atom 41 (H): 0.323, atom 42 (H): 0.279, atom 43 (H): 0.329, atom 44 (H): 0.278, atom 45 (Cl): -0.206, atom 46 (C): -0.491, atom 47 (C): -0.349, atom 48 (Cl): -0.207, atom 49 (H): 0.327, atom 50 (H): 0.326, atom 51 (H): 0.302, atom 52 (H): 0.297, atom 53 (Cl): -0.171, atom 54 (C): -0.437, atom 55 (C): -0.369, atom 56 (Cl): -0.181, atom 57 (H): 0.277, atom 58 (H): 0.332, atom 59 (H): 0.291, atom 60 (H): 0.256

=====

Entry 3:
Computed, not measured: 3 unconnected molecules or ions with the total composition C18H30N3O at a distorted geometry, with ωB97M-V with the def2-TZVPD basis set.

```
52
Properties=species:S:1:pos:R:3
C -3.9817 -0.9352 3.9389
O -2.5828 -0.7703 3.9041
C -2.1209 -0.4581 2.5985
C -0.7290 -1.0770 2.4523
C 0.0156 -0.6815 1.1671
C -0.6954 -1.0938 -0.1531
C -1.6898 -0.0239 -0.5692
C -3.0383 -0.3523 -0.7717
C -3.8922 0.6524 -1.1042
N -3.4605 1.9084 -1.2346
C -2.1855 2.2514 -1.0571
C -1.2761 1.2989 -0.7216
H -4.5318 -0.0354 3.6143
H -4.2688 -1.1133 4.9810
H -4.3371 -1.7935 3.3468
H -2.0594 0.6448 2.5285
H -2.8365 -0.8294 1.8474
H -0.1401 -0.6925 3.2953
H -0.8056 -2.1664 2.5568
H 1.0060 -1.1542 1.1395
H 0.2211 0.3963 1.2148
H -1.2229 -2.0436 0.0045
H 0.0216 -1.2634 -0.9677
H -3.4095 -1.3650 -0.6607
H -4.9462 0.4253 -1.2342
H -4.1304 2.6360 -1.4553
H -1.8203 3.2816 -1.1383
H -0.2276 1.5223 -0.5541
C 3.3248 3.8239 -1.1379
C 2.4130 3.7644 -2.3589
C 1.4117 4.9252 -2.4147
C 0.5361 4.9060 -1.2319
N -0.1440 4.8836 -0.2967
H 2.7580 3.7436 -0.2084
H 4.0369 2.9993 -1.1554
H 3.8889 4.7578 -1.1152
H 1.8737 2.8132 -2.3562
H 3.0234 3.7833 -3.2628
H 0.7922 4.8486 -3.3091
H 1.9348 5.8817 -2.4482
C 2.9905 -4.8569 0.6328
C 2.1628 -4.5145 -0.6011
C 2.8859 -3.5604 -1.5591
C 3.1880 -2.2873 -0.8854
N 3.4299 -1.2891 -0.3554
H 3.2020 -3.9703 1.2331
H 2.4515 -5.5588 1.2691
H 3.9404 -5.3154 0.3526
H 1.2157 -4.0690 -0.2837
H 1.9207 -5.4342 -1.1363
H 2.2632 -3.3556 -2.4309
H 3.8194 -4.0033 -1.9085
```

**Total charge**: +1
**E_LUMO**: -3.99 eV
**E_tot**: -25663.662 eV
**Gap between HOMO and LUMO**: 0.304 hartree

In the Mulliken picture, each atom carries the following charge in e: atom 1 (C): -0.723, atom 2 (O): -0.371, atom 3 (C): 0.012, atom 4 (C): -0.790, atom 5 (C): -0.488, atom 6 (C): -0.568, atom 7 (C): 0.549, atom 8 (C): -0.270, atom 9 (C): -0.571, atom 10 (N): 0.072, atom 11 (C): -0.444, atom 12 (C): -0.474, atom 13 (H): 0.292, atom 14 (H): 0.286, atom 15 (H): 0.293, atom 16 (H): 0.198, atom 17 (H): 0.125, atom 18 (H): 0.357, atom 19 (H): 0.224, atom 20 (H): 0.160, atom 21 (H): 0.410, atom 22 (H): 0.347, atom 23 (H): 0.244, atom 24 (H): 0.518, atom 25 (H): 0.390, atom 26 (H): 0.301, atom 27 (H): 0.296, atom 28 (H): 0.516, atom 29 (C): -1.195, atom 30 (C): -0.329, atom 31 (C): -0.386, atom 32 (C): 0.326, atom 33 (N): -0.535, atom 34 (H): 0.340, atom 35 (H): 0.348, atom 36 (H): 0.337, atom 37 (H): 0.193, atom 38 (H): 0.333, atom 39 (H): 0.284, atom 40 (H): 0.339, atom 41 (C): -1.219, atom 42 (C): -0.202, atom 43 (C): -0.395, atom 44 (C): 0.245, atom 45 (N): -0.473, atom 46 (H): 0.347, atom 47 (H): 0.353, atom 48 (H): 0.331, atom 49 (H): 0.080, atom 50 (H): 0.341, atom 51 (H): 0.282, atom 52 (H): 0.364